i | ORCA calculation (the ωB97M-V functional and the def2-TZVPD basis) on a molecular structure, C44H36CdF5N7O6P2S3Se2.

Results
**Charge**: -2
**Lowest unoccupied orbital energy**: 3.8319 eV
**HOMO energy**: -3.0 eV
**Gap between HOMO and LUMO**: 6.9 eV

Geometry (Å):
Cd: -0.18129 -0.65271 -1.88619
Se: 1.22501 1.02480 5.13715
P: 2.34374 0.50856 3.41935
C: 3.90503 1.46376 3.35770
C: 5.01189 0.99420 2.64873
C: 6.17833 1.74230 2.61201
C: 6.24692 2.96392 3.27400
C: 5.14988 3.43020 3.98183
C: 3.98068 2.67765 4.02666
C: 2.90177 -1.22082 3.52021
C: 3.68155 -1.59760 4.61807
C: 4.11712 -2.90607 4.73771
C: 3.76710 -3.84720 3.76917
C: 2.99220 -3.47252 2.68592
C: 2.55944 -2.15497 2.55394
C: 1.64671 0.65677 1.76210
C: 0.41736 0.60541 1.10394
N: 0.68332 0.68685 -0.21910
N: 2.00117 0.78405 -0.37526
N: 2.59602 0.75948 0.79076
P: -1.31576 0.83129 1.58732
Se: -2.61359 1.53207 0.06773
C: -1.21206 2.19001 2.82019
C: -0.35150 3.25644 2.57355
C: -0.26626 4.31170 3.46784
C: -1.05210 4.32068 4.61418
C: -1.93947 3.27967 4.84577
C: -2.02165 2.22039 3.95110
C: -1.88557 -0.62638 2.50509
C: -3.24887 -0.89147 2.55070
C: -3.71944 -1.96749 3.29173
C: -2.82846 -2.79119 3.96823
C: -1.46374 -2.54373 3.89844
C: -0.99437 -1.46375 3.16602
H: 4.95011 0.05506 2.11511
H: 7.03338 1.37520 2.05732
H: 7.15593 3.55315 3.23029
H: 5.20124 4.37860 4.50369
H: 3.11909 3.01980 4.58883
H: 3.93096 -0.85957 5.37209
H: 4.72964 -3.19574 5.58364
H: 4.10829 -4.87226 3.86275
H: 2.72381 -4.19371 1.92419
H: 1.98867 -1.86481 1.68033
H: 0.25692 3.26022 1.67614
H: 0.42392 5.12404 3.27500
H: -0.96159 5.12928 5.33071
H: -2.55445 3.27602 5.73910
H: -2.70621 1.40524 4.14826
H: -3.92932 -0.25964 1.99066
H: -4.78201 -2.17403 3.32318
H: -3.19678 -3.63744 4.53750
H: -0.75904 -3.18858 4.40949
H: 0.06571 -1.28482 3.11005
O: -2.45429 -2.59998 -2.09820
S: -2.32938 -2.60794 -0.65656
O: -3.58513 -2.68376 0.05183
O: -1.43945 -1.51415 -0.19167
C: -1.39981 -4.07166 -0.17048
C: -2.01690 -4.88092 0.77640
C: -1.37436 -5.99969 1.28379
C: -0.10774 -6.33132 0.83379
C: 0.52584 -5.53099 -0.10469
C: -0.09224 -4.38897 -0.60865
S: 0.99939 -3.32099 -1.58482
O: 0.22455 -2.75253 -2.70017
O: 2.08760 -4.17026 -2.00360
O: 1.36279 -2.27297 -0.62922
H: -3.00549 -4.59603 1.11312
H: -1.86089 -6.60360 2.04217
H: 0.39507 -7.20990 1.22133
H: 1.52221 -5.75847 -0.46333
F: 1.92587 5.89200 -4.85134
C: 1.77801 4.58142 -4.59483
C: 0.91905 4.14588 -3.61152
F: 0.20773 5.04576 -2.91556
C: 0.78371 2.79330 -3.34559
F: -0.09060 2.46699 -2.39327
C: 1.48830 1.80518 -4.03484
S: 1.39110 0.08685 -3.78174
C: 2.33200 2.29861 -5.03295
F: 3.04853 1.44682 -5.78009
C: 2.47937 3.64099 -5.31516
F: 3.30793 4.04331 -6.29473
C: -2.76755 1.90204 -3.77597
N: -3.80550 2.23501 -4.77098
C: -3.17276 2.22757 -6.09435
N: -2.55997 0.93605 -6.42377
C: -1.55422 0.63153 -5.38490
N: -2.14562 0.60056 -4.04261
C: -3.20738 -0.42304 -4.03307
N: -4.24967 -0.14768 -5.03910
C: -4.81747 1.17132 -4.74903
C: -3.60881 -0.08878 -6.35373
H: -3.20806 1.88519 -2.77908
H: -2.00358 2.67814 -3.80668
H: -2.40148 3.00034 -6.11979
H: -3.92912 2.45997 -6.84941
H: -0.77637 1.39248 -5.41801
H: -1.09712 -0.33343 -5.59427
H: -3.66459 -0.45193 -3.04548
H: -2.76677 -1.39882 -4.22616
H: -5.27984 1.14705 -3.76041
H: -5.58356 1.39940 -5.49518
H: -4.36830 0.13499 -7.10793
H: -3.16444 -1.06129 -6.57442

=====

ii | ORCA calculation (the ωB97M-V functional and the def2-TZVPD basis) on a molecular structure, C44H36CdF5N7O6P2S3Se2.

Results
**Charge**: -2
**Lowest unoccupied orbital energy**: 3.8597 eV
**HOMO energy**: -3.3 eV
**Gap between HOMO and LUMO**: 7.2 eV

Geometry (Å):
Cd: -0.92570 0.73246 -0.33279
Se: -4.11084 -5.80276 -0.85913
P: -4.06415 -4.06358 -2.05260
C: -4.22030 -4.44821 -3.82865
C: -4.71226 -3.49666 -4.72058
C: -4.81347 -3.80102 -6.07047
C: -4.42109 -5.04897 -6.53630
C: -3.93310 -5.99787 -5.64911
C: -3.83893 -5.70061 -4.29608
C: -5.48693 -2.97581 -1.70045
C: -6.75192 -3.55499 -1.60840
C: -7.85691 -2.77240 -1.31366
C: -7.70421 -1.40676 -1.09328
C: -6.44665 -0.82890 -1.17454
C: -5.33874 -1.61141 -1.47973
C: -2.64061 -2.97379 -1.96108
C: -1.77177 -2.53369 -0.95362
N: -1.22037 -1.38470 -1.42017
N: -1.69694 -1.14851 -2.62988
N: -2.54962 -2.08731 -2.97892
P: -1.14613 -3.29183 0.55383
Se: 0.69287 -2.48131 1.21313
C: -0.88932 -5.03133 0.08145
C: -0.27585 -5.30631 -1.13847
C: -0.00324 -6.61600 -1.50061
C: -0.32463 -7.65749 -0.64110
C: -0.91886 -7.38638 0.58179
C: -1.20246 -6.07707 0.94438
C: -2.44958 -3.27482 1.81099
C: -2.12613 -3.59559 3.12399
C: -3.11070 -3.59771 4.10066
C: -4.41236 -3.24546 3.77448
C: -4.72894 -2.88626 2.47170
C: -3.74995 -2.90267 1.49126
H: -4.99473 -2.51750 -4.35980
H: -5.19101 -3.05590 -6.76017
H: -4.49951 -5.28232 -7.59207
H: -3.62727 -6.97372 -6.00788
H: -3.47853 -6.43670 -3.58668
H: -6.86018 -4.62545 -1.74369
H: -8.83728 -3.22889 -1.24167
H: -8.56790 -0.79729 -0.85154
H: -6.29558 0.23003 -1.00416
H: -4.37946 -1.11716 -1.53014
H: -0.02285 -4.49284 -1.80743
H: 0.45717 -6.82176 -2.45923
H: -0.11512 -8.68183 -0.92794
H: -1.18118 -8.19851 1.25038
H: -1.70189 -5.87254 1.87972
H: -1.09304 -3.80650 3.38080
H: -2.84918 -3.83969 5.12372
H: -5.17686 -3.22246 4.54277
H: -5.73396 -2.57350 2.21499
H: -3.99708 -2.58629 0.48830
O: -1.38781 1.62600 2.74040
S: -2.14182 0.39670 2.65195
O: -2.07787 -0.47417 3.80237
O: -1.87033 -0.34186 1.38922
C: -3.88214 0.86190 2.54389
C: -4.64624 0.52030 3.65547
C: -5.99253 0.83852 3.73527
C: -6.59435 1.51771 2.68821
C: -5.83966 1.86642 1.57862
C: -4.48717 1.54499 1.48440
S: -3.70969 2.02158 -0.07789
O: -2.38370 2.56363 0.24211
O: -4.62962 2.97983 -0.64651
O: -3.56348 0.77620 -0.82760
H: -4.15676 -0.02031 4.45426
H: -6.56026 0.55275 4.61362
H: -7.64480 1.78094 2.72473
H: -6.29172 2.40573 0.75705
F: 4.59157 0.45314 -5.05975
C: 3.49282 0.85806 -4.40098
C: 2.92558 0.06571 -3.42508
F: 3.47837 -1.12041 -3.13472
C: 1.79839 0.49612 -2.74929
F: 1.30903 -0.32307 -1.81403
C: 1.18292 1.72609 -2.99946
S: -0.20146 2.34229 -2.14905
C: 1.78766 2.49001 -4.00086
F: 1.28278 3.68865 -4.32257
C: 2.91261 2.07694 -4.68647
F: 3.45688 2.85897 -5.63455
C: 2.93086 0.56014 0.65850
N: 4.15949 1.03830 1.31119
C: 4.48137 2.35570 0.76096
N: 3.40138 3.32452 0.95705
C: 2.19265 2.79222 0.30675
N: 1.80192 1.48526 0.85144
C: 1.57772 1.63574 2.30014
N: 2.78144 2.13278 2.99081
C: 3.87532 1.19584 2.74055
C: 3.13769 3.42193 2.39741
H: 2.66367 -0.41220 1.06676
H: 3.12384 0.44411 -0.40687
H: 4.67207 2.25290 -0.31008
H: 5.38769 2.73128 1.24533
H: 2.37911 2.69192 -0.76255
H: 1.36739 3.49163 0.43863
H: 1.28817 0.67086 2.71691
H: 0.75511 2.32600 2.46634
H: 3.60729 0.22189 3.15543
H: 4.77773 1.55746 3.24299
H: 4.03233 3.80917 2.89420
H: 2.31531 4.12218 2.55813

=====

Quick one: most stable of them? ii

=====

i | ORCA calculation (the ωB97M-V functional and the def2-TZVPD basis) on C18H22ClF2N3O4 in the gas phase.

Results
**Charge**: 0
**Lowest unoccupied orbital energy**: -0.1433 eV
**HOMO energy**: -9.2 eV
**Gap between HOMO and LUMO**: 9.1 eV
**SMILES**: CN(CCCCNC(=O)c1cc2nc(Cl)ccc2o1)C(=O)[C@](C)(O)CC(F)F

Geometry (Å):
C: -0.11500 -1.39032 -3.16998
N: 0.25658 -0.15639 -2.48660
C: -0.49089 0.18168 -1.28167
C: -1.88003 0.72446 -1.61591
C: -2.70335 1.29009 -0.44212
C: -1.93357 1.69368 0.81360
N: -1.40615 0.56070 1.56043
C: -2.21191 -0.20581 2.33309
O: -3.39950 -0.00407 2.48431
C: -1.52213 -1.36280 2.97456
C: -0.36642 -2.00491 2.68629
C: -0.27487 -3.07354 3.64265
N: 0.65779 -4.01801 3.81760
C: 0.42317 -4.84791 4.80114
Cl: 1.60757 -6.09467 5.07006
C: -0.69424 -4.81970 5.65256
C: -1.65560 -3.84691 5.47129
C: -1.41506 -2.96623 4.43246
O: -2.18200 -1.92526 4.02726
C: 1.22970 0.56624 -3.08896
O: 1.77110 0.14959 -4.10404
C: 1.73584 1.88735 -2.45948
C: 2.71382 1.52618 -1.33585
O: 0.62473 2.62405 -1.94733
C: 2.41992 2.68436 -3.57556
C: 3.22377 3.86129 -3.09872
F: 3.65131 4.59112 -4.16239
F: 2.44303 4.71322 -2.33201
H: -0.49730 -1.18624 -4.17019
H: 0.74815 -2.04704 -3.27458
H: -0.88501 -1.88969 -2.58594
H: -0.55994 -0.72922 -0.67986
H: 0.06760 0.91537 -0.71358
H: -1.71271 1.51896 -2.34550
H: -2.45652 -0.04956 -2.12660
H: -3.25521 2.16546 -0.78865
H: -3.45754 0.56759 -0.12460
H: -1.09596 2.34963 0.57235
H: -2.60646 2.24398 1.47233
H: -0.41516 0.40085 1.58969
H: 0.32612 -1.78718 1.89045
H: -0.78393 -5.55907 6.43377
H: -2.53507 -3.78049 6.09631
H: 3.59022 1.01837 -1.74157
H: 3.03482 2.42261 -0.80364
H: 2.24146 0.86001 -0.61477
H: 0.90437 3.54275 -1.85459
H: 3.08405 2.02660 -4.13293
H: 1.66058 3.04694 -4.27099
H: 4.09580 3.61189 -2.49357

=====

ii | ORCA calculation (the ωB97M-V functional and the def2-TZVPD basis) on C18H22ClF2N3O4 in the gas phase.

Results
**Charge**: 0
**Lowest unoccupied orbital energy**: -0.1444 eV
**HOMO energy**: -9.3 eV
**Gap between HOMO and LUMO**: 9.1 eV
**SMILES**: CN(CCCCNC(=O)c1cc2nc(Cl)ccc2o1)C(=O)[C@](C)(O)CC(F)F

Geometry (Å):
C: -1.08246 0.54292 -0.42407
N: -0.01693 -0.44986 -0.42530
C: 1.33564 0.05814 -0.21966
C: 1.92733 0.63854 -1.49928
C: 3.37443 1.12342 -1.39574
C: 4.36812 0.14091 -0.77728
N: 4.25386 0.00413 0.66782
C: 4.68796 0.97589 1.50458
O: 5.19251 2.01655 1.13458
C: 4.46156 0.67893 2.94894
C: 3.62454 -0.17888 3.57687
C: 3.84173 0.03455 4.98080
N: 3.28220 -0.53903 6.05360
C: 3.72064 -0.09875 7.20440
Cl: 3.02465 -0.81403 8.63066
C: 4.69791 0.89424 7.38750
C: 5.27378 1.48539 6.28210
C: 4.81442 1.02601 5.06120
O: 5.19465 1.42551 3.82342
C: -0.40706 -1.74511 -0.41787
O: -1.59256 -2.04735 -0.40328
C: 0.63905 -2.88742 -0.35702
C: 0.95016 -3.12954 1.12701
O: 1.82713 -2.52173 -1.06282
C: 0.00202 -4.11574 -1.01592
C: 0.73904 -5.40342 -0.77828
F: 0.17900 -6.39981 -1.51322
F: 2.05544 -5.29904 -1.20492
H: -1.88197 0.23470 -1.09128
H: -1.50633 0.66849 0.57590
H: -0.67221 1.49378 -0.75670
H: 1.28822 0.82077 0.56660
H: 1.95864 -0.74083 0.14886
H: 1.86608 -0.14927 -2.25544
H: 1.30570 1.46440 -1.85298
H: 3.72806 1.36444 -2.40044
H: 3.42949 2.05378 -0.82504
H: 4.23132 -0.85390 -1.20411
H: 5.38166 0.47298 -1.00817
H: 4.01572 -0.89196 1.05527
H: 2.92001 -0.85601 3.12367
H: 4.98145 1.17899 8.38926
H: 6.02834 2.25483 6.36640
H: 0.06170 -3.48167 1.65261
H: 1.74876 -3.86402 1.23854
H: 1.27364 -2.20222 1.60024
H: 2.27312 -3.34042 -1.31171
H: -1.01427 -4.23309 -0.64534
H: -0.05548 -3.95048 -2.09392
H: 0.77504 -5.73351 0.26005

=====

Quick one: most stable of them? ii

=====

i | ORCA calculation (the ωB97M-V functional and the def2-TZVPD basis) on a molecular structure, C6H24KN12O6.

Results
**Charge**: +1
**Lowest unoccupied orbital energy**: -2.3977 eV
**HOMO energy**: -11.4 eV
**Gap between HOMO and LUMO**: 9.0 eV

Geometry (Å):
K: -0.19926 -0.75255 -0.08803
C: 0.42863 -0.97805 5.74294
O: 0.20699 -0.87478 4.57715
N: -0.39139 -0.63744 6.68381
N: 1.51072 -1.55079 6.14011
H: 0.13953 -0.60481 7.54239
H: -1.20741 -0.05492 6.56182
H: 2.07734 -2.03303 5.45711
H: 1.54349 -1.58407 7.14903
C: 2.61836 0.12845 -4.87391
O: 1.74315 -0.11161 -4.12715
N: 2.56979 -0.18673 -6.11912
N: 3.68126 0.82248 -4.46860
H: 3.16109 0.16315 -6.85942
H: 1.59652 -0.32895 -6.34853
H: 3.72532 1.02600 -3.48029
H: 4.51143 0.87998 -5.04098
C: -5.36575 -0.13977 -1.51962
O: -4.29914 -0.27544 -2.12743
N: -6.07487 -0.95983 -0.81432
N: -6.02351 0.98555 -1.58158
H: -5.61035 -1.78702 -0.46781
H: -6.92874 -0.71188 -0.33523
H: -5.45395 1.76696 -1.87328
H: -6.98593 0.97182 -1.27554
C: -1.16764 4.28524 -1.63130
O: -1.27808 3.52057 -0.70410
N: -0.02920 4.44401 -2.20374
N: -2.07868 5.15458 -2.05138
H: 0.21234 5.10349 -2.92958
H: 0.75528 3.87745 -1.91444
H: -1.69070 5.85361 -2.66857
H: -2.91860 5.29677 -1.50878
C: 3.66688 2.60633 1.73542
O: 3.20578 2.22341 0.69341
N: 4.50256 3.55740 2.00500
N: 3.45346 1.97379 2.75538
H: 4.72000 3.81059 2.95827
H: 4.58121 4.25797 1.28175
H: 3.87902 2.26894 3.62250
H: 2.99399 1.07769 2.83277
C: -0.71844 -6.06803 -0.03131
O: -1.28381 -4.95136 0.02548
N: 0.57085 -6.34157 -0.09286
N: -1.28085 -7.13314 -0.21920
H: 1.22995 -5.57667 -0.06803
H: 0.87454 -7.30171 -0.01538
H: -0.88524 -8.05300 -0.08719
H: -2.28795 -7.05906 -0.23762

=====

ii | ORCA calculation (the ωB97M-V functional and the def2-TZVPD basis) on a molecular structure, C6H24KN12O6.

Results
**Charge**: +1
**Lowest unoccupied orbital energy**: -2.1014 eV
**HOMO energy**: -12.1 eV
**Gap between HOMO and LUMO**: 9.9 eV

Geometry (Å):
K: -0.02893 -0.08907 1.04332
C: 2.34664 -2.14547 2.76179
O: 1.29709 -1.57621 3.02971
N: 2.57258 -3.46224 3.12411
N: 3.36044 -1.53760 2.07028
H: 1.70142 -3.86284 3.43808
H: 3.06389 -4.03668 2.45786
H: 4.09091 -2.18397 1.82297
H: 3.16779 -0.72543 1.50372
C: 0.30806 1.07197 -2.72972
O: 0.37959 0.54832 -1.61790
N: -0.53969 0.56952 -3.67524
N: 0.97853 2.21751 -3.05260
H: -0.57589 1.05350 -4.55240
H: -1.06374 -0.23492 -3.38787
H: 1.19359 2.35473 -4.02644
H: 1.66916 2.49366 -2.37356
C: 2.84505 2.09512 -0.02397
O: 2.29798 1.08246 0.38646
N: 3.83637 2.12514 -0.94990
N: 2.31473 3.32467 0.31427
H: 4.34378 2.97446 -1.12647
H: 4.27821 1.27068 -1.23914
H: 2.57340 4.19994 -0.09740
H: 1.61731 3.20513 1.03489
C: 0.07248 -3.48543 0.12932
O: 0.40627 -2.53871 -0.57367
N: -1.08016 -3.48092 0.85157
N: 0.86490 -4.59198 0.34089
H: -1.27997 -4.33457 1.34491
H: -1.84730 -2.91155 0.52840
H: 0.74762 -5.06336 1.22333
H: 1.80498 -4.65594 -0.00590
C: -3.57909 -0.67583 -0.24276
O: -2.50059 -1.18405 0.03924
N: -4.42945 -1.11758 -1.24738
N: -4.02173 0.44610 0.39631
H: -3.96100 -1.76865 -1.86394
H: -5.31316 -1.51696 -0.96259
H: -4.96361 0.78777 0.33139
H: -3.46775 0.74459 1.18181
C: -1.50735 2.96324 0.86229
O: -0.60168 2.55074 1.58390
N: -2.63459 3.56548 1.35515
N: -1.54797 2.70350 -0.47016
H: -2.72277 3.79020 2.32753
H: -3.37867 3.72037 0.70053
H: -0.73757 2.35175 -0.95291
H: -2.35010 2.96940 -1.01210

=====

Quick one: most stable of them? ii